C3H5O3S | ωB97M-V with the def2-TZVPD basis set

Summary:
E_tot in eV: -20167.858
HOMO level in eV: -5.16

```
! wB97M-V def2-TZVPD RIJCOSX def2/J DEFGRID3
* xyz -1 1
C -2.99615 0.24458 0.24094
C -2.61478 -0.72895 -0.80504
C -1.62856 -0.01002 -0.30961
O 1.99874 -0.05622 0.30368
O 3.77823 1.31371 -0.59919
O 4.33908 -1.03890 0.07345
S 3.41499 0.13869 0.17978
H -3.44566 1.09753 -0.14111
H -3.36942 -0.04931 1.18511
H -2.89247 -1.45842 -1.45073
H 3.94789 0.49312 1.56971
H -0.53189 0.05421 -0.24698
*
```

Results of the Löwdin charge analysis, in e, for atoms 1 through 6:
1 C -0.183
2 C -0.064
3 C -0.013
4 O -0.433
5 O -0.450
6 O -0.491

---

C3H5P | ωB97M-V with the def2-TZVPD basis set

Summary:
E_tot in eV: -12472.169
HOMO level (spin up / spin down) in eV: -8.56 / -8.52

```
! wB97M-V def2-TZVPD RIJCOSX def2/J DEFGRID3
* xyz 0 1
C 0.33751 -0.38543 0.48524
C 1.20488 1.13567 -0.69970
C -0.83243 -0.95246 -0.10759
P 1.97278 -0.20883 0.03809
H -1.43660 -0.08055 -0.51161
H -0.53726 -1.67722 -0.93072
H -1.57012 -1.50387 0.55327
H 2.82748 -0.50454 1.13196
H 2.52450 -1.11996 -0.84785
*
```

Results of the Löwdin charge analysis, in e, for atoms 1 through 6:
1 C -0.338
2 C -0.157
3 C -0.239
4 P 0.545
5 H 0.085
6 H 0.094

---

C3H5PS | ωB97M-V with the def2-TZVPD basis set

Summary:
SMILES string: C=C=C[PH2]=S
E_tot in eV: -23313.488
HOMO level in eV: -9.00

```
! wB97M-V def2-TZVPD RIJCOSX def2/J DEFGRID3
* xyz 0 1
C 0.57828 0.65111 0.31311
C 0.98116 -0.60115 0.24127
C 0.77365 -1.83255 0.01002
P -1.14351 0.86257 -0.11250
S -2.08099 -0.78307 -0.27381
H 1.23194 1.38411 0.68677
H 0.41772 -2.57584 0.87525
H 1.04319 -2.43840 -0.91918
H -1.17914 1.90090 -1.10013
H -1.55801 1.87428 0.84534
*
```

Results of the Löwdin charge analysis, in e, for atoms 1 through 6:
1 C -0.330
2 C -0.261
3 C -0.079
4 P 0.252
5 S 0.191
6 H 0.049

---

C3H6 | ωB97M-V with the def2-TZVPD basis set

Summary:
SMILES string: C=CC
E_tot in eV: -3207.440
HOMO level in eV: -9.71

```
! wB97M-V def2-TZVPD RIJCOSX def2/J DEFGRID3
* xyz 0 1
C 0.84977 0.72966 -0.05112
C -0.00423 -0.46355 -0.29892
C -1.17916 -0.69050 0.25243
H 1.64912 0.52131 0.61135
H 1.32433 1.17470 -0.92300
H 0.32200 1.58204 0.39043
H 0.40973 -1.17827 -1.00427
H -1.67445 -1.63344 0.07571
H -1.69710 -0.04195 0.94738
*
```

Results of the Löwdin charge analysis, in e, for atoms 1 through 6:
1 C -0.125
2 C -0.246
3 C -0.022
4 H 0.056
5 H 0.068
6 H 0.076

---

These records have ΔE to the lowest compared entry with this formula, charge and spin values of 74.8, 149.2, 38.6, 0.4 kcal per mole, in the order they appear.